1.
93
Properties=species:S:1:pos:R:3:forces:R:3 method="wB97M-V/def2-TZVPD" largest_force_ev_per_a=3.024 lumo_energy_ev=0.07 homo_energy_ha=-0.2910 spin_multiplicity=1 charge=0 homo_lumo_gap_ev=7.99 e_tot_ev=-100532.4034 e_above_lowest_kcal_mol=21.4
K 1.413 0.294 -0.840 -1.5239 2.5749 -0.4374
N 1.568 -0.782 1.812 0.1900 -0.1359 0.1472
C 2.952 -0.650 2.293 -0.1500 -0.0402 -0.0359
C 3.578 0.667 1.873 0.0182 -0.1068 -0.1975
N 3.780 0.688 0.417 0.2363 0.1974 0.2647
C 4.480 1.884 -0.058 -0.0959 -0.1702 0.0282
C 3.523 3.020 -0.393 -0.1211 -0.1306 -0.1458
N 2.785 2.717 -1.640 0.1795 0.1495 0.2126
H 1.139 -1.597 2.247 0.0137 0.0324 0.0329
H 1.601 -1.070 0.842 0.1714 -0.5205 0.2766
H 3.583 -1.475 1.936 0.0325 -0.0077 0.0322
H 2.952 -0.704 3.383 -0.0273 0.0361 0.0191
H 4.527 0.795 2.414 0.0561 0.0420 -0.0164
H 2.923 1.495 2.157 -0.0269 -0.0111 0.0016
H 4.288 -0.149 0.153 0.0208 0.0230 -0.0424
H 5.038 1.622 -0.962 0.0086 0.0015 0.0122
H 5.215 2.238 0.676 0.0208 0.0234 0.0431
H 4.087 3.955 -0.453 0.0327 0.0357 -0.0320
H 2.794 3.136 0.416 0.0022 -0.0041 -0.0283
H 3.448 2.600 -2.399 0.0108 -0.0214 0.0058
H 2.217 3.517 -1.899 0.0312 0.0156 -0.0227
I -0.521 3.155 -1.010 0.1392 0.2382 0.0543
C -2.549 2.916 -0.582 -0.0338 -0.1233 0.1977
C -3.369 3.257 -1.617 -0.2525 0.0146 0.0048
C -4.763 3.387 -1.419 0.1717 -0.0107 -0.1001
C -5.267 3.251 -0.166 0.0258 -0.0215 0.1126
C -4.432 2.892 0.926 -0.0372 0.0002 -0.0233
C -4.996 2.818 2.221 0.0132 0.0031 -0.0429
C -4.225 2.470 3.286 0.0632 -0.0080 0.0036
C -2.891 2.077 3.070 0.0106 -0.1021 0.2030
C -2.294 2.082 1.835 0.2635 -0.0567 -0.2291
P -0.688 1.041 1.668 -0.8059 0.5483 0.2464
C 0.213 1.810 3.076 -0.0528 -0.0814 0.0187
C 0.845 1.129 4.112 0.1079 -0.0675 0.0531
C 1.606 1.806 5.061 -0.0611 -0.0092 -0.0917
C 1.767 3.180 4.979 -0.0359 -0.0068 -0.0500
C 1.152 3.874 3.943 -0.0137 -0.0548 0.0081
C 0.379 3.198 3.010 0.0111 0.0387 -0.0029
C -1.549 -0.503 2.185 0.0625 0.0073 -0.0656
C -2.315 -1.056 1.152 0.0214 -0.0320 0.0262
C -3.095 -2.183 1.363 0.0159 0.0164 0.0289
C -3.101 -2.802 2.607 0.0457 0.0470 -0.0080
C -2.338 -2.270 3.633 0.0139 0.0279 -0.0440
C -1.574 -1.125 3.427 -0.0591 -0.0324 0.0819
C -3.045 2.614 0.732 0.0671 -0.0099 -0.2318
H -2.944 3.471 -2.588 -0.0243 0.0005 0.0017
H -5.402 3.646 -2.254 0.0286 -0.0074 0.0169
H -6.321 3.415 0.027 0.0327 -0.0058 0.0116
H -6.047 3.055 2.342 0.0291 -0.0094 -0.0036
H -4.642 2.436 4.284 0.0258 -0.0061 0.0001
H -2.336 1.689 3.919 0.0076 0.0106 -0.0424
H 0.779 0.052 4.174 0.0191 0.0416 -0.0179
H 2.080 1.249 5.861 -0.0082 0.0021 -0.0116
H 2.364 3.706 5.713 -0.0104 -0.0006 -0.0183
H 1.267 4.949 3.865 -0.0050 -0.0155 -0.0048
H -0.105 3.758 2.218 0.0014 -0.0020 0.0029
H -2.322 -0.571 0.178 0.0179 -0.0067 0.0003
H -3.703 -2.576 0.556 -0.0056 -0.0009 0.0017
H -3.694 -3.692 2.772 0.0135 0.0098 -0.0041
H -2.333 -2.745 4.606 0.0040 0.0088 -0.0178
H -1.020 -0.717 4.261 -0.0322 -0.0046 -0.0289
S 0.624 -4.166 1.829 -0.0851 -0.0184 -0.3242
C 0.336 -4.404 0.192 -0.0276 -0.0493 0.0511
N 1.025 -5.246 -0.610 0.1480 0.0248 0.0214
C 0.607 -5.190 -2.008 -0.0800 0.0460 0.1998
C -0.604 -4.232 -1.957 0.0781 0.0170 0.1486
N -0.635 -3.841 -0.551 0.0277 0.0704 0.0566
H 1.941 -5.539 -0.317 -0.0409 -0.0618 -0.0268
H 0.324 -6.177 -2.371 -0.0051 -0.0515 0.0071
H 1.399 -4.806 -2.645 0.0637 0.0415 -0.0372
H -1.526 -4.737 -2.243 -0.0437 -0.0228 -0.0023
H -0.458 -3.366 -2.603 0.0083 0.0325 -0.0127
H -1.294 -3.206 -0.133 0.0323 -0.0101 -0.0006
N -0.451 -1.457 -6.889 -0.1735 0.1626 0.0227
C -0.570 -0.859 -5.656 0.0715 -0.1243 -0.2057
C 0.060 0.352 -5.364 -0.0057 0.0209 0.0092
C -0.103 0.903 -4.109 0.0399 -0.0052 0.0931
N -0.824 0.356 -3.127 -0.0050 -0.1051 -0.0200
C -1.435 -0.794 -3.427 0.0448 0.0372 0.0573
C -1.350 -1.429 -4.648 -0.0338 -0.0388 0.0491
H 0.352 -1.184 -7.432 0.0284 -0.0124 0.0439
H -0.594 -2.454 -6.901 0.0541 0.0004 0.0357
H 0.679 0.846 -6.103 -0.0190 -0.0086 0.0172
H 0.393 1.841 -3.866 -0.0324 -0.0161 -0.0008
H -2.022 -1.245 -2.632 -0.0016 0.0334 0.0007
H -1.863 -2.370 -4.812 0.0149 0.0459 -0.0057
O 2.307 -1.730 -0.997 0.9817 -1.8970 0.0512
N 1.827 -1.907 -2.152 0.0287 -0.2526 -0.3900
C 2.623 -2.477 -3.036 0.1395 -0.2505 -0.2758
C 3.963 -2.877 -2.682 -0.3472 0.0004 -0.2412
N 5.033 -3.201 -2.412 -0.0234 0.0392 0.0194
C 2.095 -2.749 -4.347 0.2450 0.0859 0.4369
N 1.678 -3.002 -5.391 0.0632 -0.0565 0.0683

***

2.
86
Properties=species:S:1:pos:R:3:forces:R:3 method="wB97M-V/def2-TZVPD" largest_force_ev_per_a=1.631 lumo_energy_ev="-0.26 / -0.14" homo_energy_ha="-0.1871 / -0.2674" spin_multiplicity=2 charge=0 homo_lumo_gap_ev="4.83 / 7.14" e_tot_ev=-81927.6906 e_above_lowest_kcal_mol=17.2
Ti -0.511 -0.212 0.717 -0.9364 -0.8429 -1.0353
N -4.473 -0.076 2.042 -0.0964 -0.0437 -0.2035
C -4.628 -1.255 1.319 -0.1173 0.1484 0.1740
C -5.707 -2.106 1.173 -0.0778 -0.0539 -0.0391
C -5.528 -3.239 0.382 0.0153 0.0409 0.0245
C -4.307 -3.499 -0.233 0.0512 0.0632 0.0181
C -3.225 -2.634 -0.079 0.0244 -0.1322 -0.0879
C -3.399 -1.506 0.701 0.2851 0.3357 -0.0500
N -2.493 -0.489 1.030 -0.6157 0.1789 0.3007
C -3.176 0.359 1.878 0.0538 -0.5572 -0.0588
C -2.519 1.388 2.538 0.4538 0.1983 0.1143
C -2.945 2.397 3.406 0.0236 -0.1089 -0.0287
S -1.583 3.296 3.944 -0.0934 0.1944 0.1807
C -0.550 2.343 2.999 0.1317 -0.1607 -0.0923
N -1.125 1.399 2.323 -0.3957 0.0898 -0.1716
H -5.159 0.351 2.636 0.0099 -0.0308 0.0221
H -6.656 -1.904 1.654 0.0131 -0.0020 0.0022
H -6.351 -3.928 0.249 0.0100 0.0169 0.0055
H -4.195 -4.388 -0.840 0.0093 0.0075 0.0024
H -2.269 -2.821 -0.552 -0.0208 -0.0124 -0.0031
H -3.939 2.627 3.749 0.0256 -0.0040 -0.0131
H 0.518 2.522 2.969 -0.0336 -0.0078 -0.0245
C 5.079 1.104 2.524 -0.0079 0.0644 -0.0241
C 4.466 0.584 1.222 0.0209 -0.0085 -0.0010
C 3.587 1.591 0.511 -0.0151 0.0563 0.0184
C 4.236 2.588 -0.210 0.0036 -0.0088 0.0260
C 3.539 3.505 -0.973 -0.0126 0.0287 -0.0248
C 2.160 3.420 -1.041 0.0374 0.0139 -0.0146
C 1.464 2.450 -0.333 -0.0808 0.0290 0.0357
C -0.042 2.415 -0.533 0.4893 0.0883 0.0338
C -0.763 3.695 -0.128 0.0010 0.0869 -0.1122
C 2.181 1.550 0.477 -0.1611 -0.3947 0.0877
N 1.447 0.512 1.125 0.1659 0.5228 0.2645
C 1.770 0.003 2.279 -0.0252 -0.0496 0.1852
C 1.062 -1.111 2.791 -0.0261 0.0907 -0.0766
C 1.304 -1.915 3.905 -0.0378 -0.0682 0.1205
C 0.329 -2.912 3.884 0.0154 0.0047 0.0048
C -0.474 -2.667 2.765 -0.0060 0.0443 -0.0368
N -0.037 -1.594 2.092 0.6724 -0.3817 0.6771
H 5.712 0.347 2.990 -0.0116 0.0003 -0.0208
H 4.319 1.402 3.249 -0.0089 -0.0078 0.0010
H 5.692 1.987 2.334 -0.0059 -0.0198 -0.0062
H 3.930 -0.348 1.398 0.0282 0.0151 0.0122
H 5.279 0.330 0.539 0.0264 -0.0142 -0.0085
H 5.320 2.614 -0.193 -0.0112 0.0083 -0.0043
H 4.068 4.260 -1.540 -0.0014 -0.0022 0.0009
H 1.608 4.101 -1.678 0.0259 -0.0050 0.0194
H -0.498 1.614 0.036 -0.1386 0.3508 -0.0274
H -0.237 2.180 -1.576 -0.0097 -0.0583 -0.0359
H -0.523 3.990 0.893 0.0073 -0.0166 0.0112
H -1.844 3.569 -0.204 0.0127 -0.0056 -0.0116
H -0.473 4.514 -0.788 -0.0290 0.0121 0.0396
H 2.546 0.420 2.914 0.2029 0.0121 -0.1602
H 2.107 -1.792 4.617 -0.0330 0.0053 -0.0061
H 0.209 -3.724 4.585 -0.0024 0.0244 -0.0152
H -1.346 -3.209 2.428 0.0101 -0.0049 0.0002
C -1.855 2.026 -3.761 0.0208 0.0439 0.0272
C -1.674 0.574 -3.295 0.0877 0.1051 0.0341
C -2.655 0.323 -2.158 -0.0137 -0.0322 0.0226
C -0.204 0.129 -3.128 -0.1667 0.0307 -0.1989
C 0.632 0.443 -4.203 -0.0539 -0.0776 -0.0171
C 1.872 -0.140 -4.374 -0.0305 -0.0168 0.1059
C 2.252 -1.138 -3.493 0.0445 0.0244 0.0343
C 1.480 -1.470 -2.386 0.2611 -0.0396 -0.1062
C 1.940 -2.676 -1.581 -0.0857 0.0108 0.0692
C 0.838 -3.732 -1.484 -0.0778 -0.0122 0.0564
C 2.532 -2.378 -0.205 0.0996 0.0868 -0.0256
C 0.297 -0.742 -2.128 -0.4593 0.0113 0.6041
N -0.302 -0.848 -0.855 0.5589 0.3312 -0.4739
H -2.890 2.176 -4.077 0.0000 -0.0138 0.0149
H -1.219 2.306 -4.599 -0.0124 -0.0110 0.0261
H -1.668 2.731 -2.947 0.0154 -0.0144 -0.0112
H -2.019 -0.056 -4.123 -0.0013 -0.0028 -0.0501
H -2.461 0.965 -1.298 0.0068 0.0289 0.0211
H -2.646 -0.705 -1.811 0.0255 -0.0044 -0.0248
H -3.663 0.554 -2.514 0.0095 -0.0076 0.0044
H 0.279 1.130 -4.961 0.0070 -0.0265 0.0062
H 2.504 0.136 -5.209 -0.0197 -0.0195 -0.0072
H 3.174 -1.684 -3.661 -0.0130 0.0172 -0.0076
H 2.754 -3.100 -2.175 -0.0176 -0.0860 -0.0161
H -0.028 -3.328 -0.955 0.0660 -0.0151 0.0089
H 1.190 -4.608 -0.933 0.0204 0.0010 -0.0237
H 0.511 -4.054 -2.474 0.0157 0.0067 -0.0031
H 1.764 -2.099 0.508 -0.0641 -0.0148 0.0040
H 3.264 -1.569 -0.261 -0.0249 -0.0355 -0.0493
H 3.039 -3.267 0.181 -0.0128 0.0014 -0.0130